a) # C2H10N4

A structure of composition C2H10N4 (ωB97M-V with the def2-TZVPD basis set, OMol25).

Structure (XYZ):
```
16
C2H10N4 ωB97M-V with the def2-TZVPD basis set
C -0.71 1.40 1.17
C 1.50 -0.10 -1.52
N -0.36 0.03 1.48
N -0.37 -1.09 -0.97
N 0.65 -0.45 -0.16
N -1.41 -0.76 1.32
H -0.76 -0.33 -1.53
H 1.16 -1.21 0.29
H -1.30 -1.19 0.07
H -1.22 -1.64 1.81
H -1.12 1.86 2.07
H -1.45 1.50 0.36
H 0.20 1.94 0.88
H 2.48 0.09 -1.07
H 1.08 0.82 -1.90
H 1.62 -0.86 -2.30
```



b) # C2H10N4

The molecule C2H10N4 (ωB97M-V with the def2-TZVPD basis set, OMol25).

Structure (XYZ):
```
16
C2H10N4 ωB97M-V with the def2-TZVPD basis set
C 0.31 0.84 -2.32
N 1.21 0.87 -1.17
N 0.43 0.94 0.14
C -0.13 -0.39 0.32
N -0.45 -0.42 1.79
N -0.67 -1.75 2.27
H 0.88 1.02 -3.23
H -0.48 1.61 -2.25
H -0.16 -0.14 -2.42
H 1.78 1.71 -1.23
H 1.10 1.03 0.91
H -1.06 -0.51 -0.24
H 0.57 -1.20 0.09
H -1.17 0.28 2.01
H -0.53 -1.82 3.27
H -1.62 -2.08 2.08
```

## Properties
**SMILES**: CNNCNN



c) # C2H10N4

A structure of composition C2H10N4 (ωB97M-V with the def2-TZVPD basis set, OMol25).

Structure (XYZ):
```
16
C2H10N4 ωB97M-V with the def2-TZVPD basis set
C 1.92 1.14 0.39
C 0.76 0.96 -0.53
H 2.40 2.11 0.21
H 1.61 1.13 1.44
H -0.01 1.73 -0.44
H 1.00 0.79 -1.57
H -1.93 0.37 -0.38
H 2.67 0.36 0.25
N -0.03 -0.77 -0.15
N -0.21 -0.99 1.24
N -1.65 -0.56 -0.74
N -2.49 -1.56 -0.63
H 0.20 -1.67 -0.58
H -0.17 -0.09 1.71
H -1.21 -1.24 1.32
H -2.88 -1.72 -1.56
```



Tell me which of them is the most stable. Sure, it is b).



a) # CH5N2O2

The ion CH5N2O2 with charge +1 (ωB97M-V with the def2-TZVPD basis set, OMol25).

Structure (XYZ):
```
10
CH5N2O2 ωB97M-V with the def2-TZVPD basis set
C 0.07 -0.90 -0.86
N -0.16 0.27 0.03
O -0.93 1.22 -0.42
N 0.51 0.38 1.14
O 0.36 1.34 1.85
H -0.82 -1.15 -1.52
H 0.35 -1.84 -0.41
H 0.82 -0.71 -1.54
H -1.44 1.68 0.23
H 1.24 -0.28 1.49
```

## Properties
**Total charge**: +1
**SMILES**: CN(O)[NH+]=O



b) # CH5N2O2

The ion CH5N2O2 with charge +1 (ωB97M-V with the def2-TZVPD basis set, OMol25).

Structure (XYZ):
```
10
CH5N2O2 ωB97M-V with the def2-TZVPD basis set
C -0.89 -0.32 -0.05
N 0.45 0.22 0.00
O 0.69 1.51 0.25
N 1.48 -0.57 -0.24
O 2.75 -0.16 -0.03
H -1.64 0.43 -0.47
H -1.31 -0.78 0.99
H -0.85 -1.19 -0.68
H 0.15 1.97 0.93
H 3.39 -0.96 -0.22
```

## Properties
**Total charge**: +1
**SMILES**: C/[N+](O)=N/O



Tell me which of them is the most stable. Sure, it is b).



a) # C6H12O3

A structure of composition C6H12O3 (ωB97M-V with the def2-TZVPD basis set, OMol25).

Structure (XYZ):
```
21
C6H12O3 ωB97M-V with the def2-TZVPD basis set
C -0.14 1.44 -1.97
C -0.16 -0.10 -0.79
C 0.16 0.71 0.34
C -1.18 -1.24 2.06
C 0.12 -0.59 1.70
C 1.23 -0.78 2.40
O -1.01 0.95 -2.97
O 1.16 1.58 -2.49
O 0.86 -0.89 -1.28
H -0.94 1.56 -3.73
H 1.52 0.67 -2.52
H 0.61 -1.82 -1.23
H -0.47 2.41 -1.62
H -1.16 -0.52 -0.87
H 1.17 1.12 0.36
H -0.62 1.40 0.67
H -1.99 -0.51 2.08
H -1.45 -2.02 1.35
H -1.15 -1.70 3.06
H 2.19 -0.38 2.07
H 1.24 -1.29 3.37
```



b) # C6H12O3

The molecule C6H12O3 (ωB97M-V with the def2-TZVPD basis set, OMol25).

Structure (XYZ):
```
21
C6H12O3 ωB97M-V with the def2-TZVPD basis set
C 0.90 1.34 0.56
C 1.21 -0.02 -0.07
C 1.94 0.16 -1.40
C -0.04 -0.89 -0.32
C -1.10 -0.88 0.78
O -1.19 -2.10 1.48
O -2.42 -0.73 0.23
C -2.74 0.53 -0.16
O -2.69 0.91 -1.27
H 0.81 1.30 1.65
H 1.71 2.05 0.34
H -0.03 1.76 0.16
H 1.89 -0.58 0.60
H 2.10 -0.79 -1.91
H 2.91 0.65 -1.25
H 1.35 0.80 -2.06
H 0.26 -1.93 -0.43
H -0.50 -0.59 -1.27
H -0.94 -0.06 1.50
H -0.46 -2.13 2.12
H -3.00 1.19 0.69
```

## Properties
**SMILES**: CC(C)C[C@H](O)OC=O



Tell me which of them is the most stable. Sure, it is b).



a) # C2H3Cl3O3P

A cluster of 2 separate species, C2H3Cl3O3P in total (ωB97M-V with the def2-TZVPD basis set, OMol25).

Structure (XYZ):
```
12
C2H3Cl3O3P ωB97M-V with the def2-TZVPD basis set
C 0.26 -0.40 -0.63
C -1.89 -0.22 -0.07
O 1.65 1.88 -0.82
O 0.73 -1.51 -0.10
O 1.84 0.42 1.24
P 0.73 1.27 0.19
Cl -2.92 -1.42 -0.83
Cl -2.28 1.40 -0.59
Cl -1.99 -0.36 1.68
H 0.05 -0.46 -1.70
H 1.13 -1.23 0.75
H 2.69 0.64 0.87
```

## Properties
**Total charge**: -1



b) # C2H3Cl3O3P

The ion C2H3Cl3O3P with charge -1 (ωB97M-V with the def2-TZVPD basis set, OMol25).

Structure (XYZ):
```
12
C2H3Cl3O3P ωB97M-V with the def2-TZVPD basis set
O 2.35 0.69 0.66
P 1.61 -0.42 0.02
O 1.09 0.34 -1.50
C -0.20 -0.11 0.77
O -0.29 1.28 0.98
C -1.24 -0.68 -0.01
Cl -2.88 -0.75 0.88
Cl -0.85 -2.27 -0.48
Cl -1.72 0.47 -1.39
H 1.84 0.58 -2.01
H -0.05 -0.64 1.82
H 0.34 1.50 0.26
```

## Properties
**Total charge**: -1
**SMILES**: [O-]P(O)[C@@H](O)C(Cl)(Cl)Cl



Tell me which of them is the most stable. Sure, it is b).



a) # C25H33N2O2

A cluster of 2 separate species, C25H33N2O2 in total (ωB97M-V with the def2-TZVPD basis set, OMol25).

Structure (XYZ):
```
62
C25H33N2O2 ωB97M-V with the def2-TZVPD basis set
C -0.86 -0.66 -6.00
O -1.66 -0.11 -4.92
C -1.21 -0.18 -3.63
C -2.20 -0.02 -2.61
C -1.91 -0.44 -1.33
C -0.61 -0.93 -0.98
C -0.43 -1.53 0.31
C 0.73 -2.40 0.57
C 1.14 -2.64 1.92
C 2.18 -3.53 2.19
C 2.78 -4.28 1.15
O 3.74 -5.14 1.57
C 3.87 -4.98 3.03
C 2.86 -3.92 3.46
C 2.37 -4.11 -0.18
C 1.41 -3.17 -0.45
C 0.43 -0.76 -1.95
C 0.14 -0.43 -3.27
H -1.52 -0.63 -6.86
H 0.01 -0.02 -6.17
H -0.55 -1.69 -5.80
H -3.19 0.33 -2.90
H -2.70 -0.44 -0.57
H -1.35 -1.86 0.82
H 0.65 -2.13 2.74
H 3.71 -5.96 3.50
H 4.91 -4.68 3.22
H 3.38 -3.07 3.91
H 2.16 -4.35 4.19
H 2.83 -4.72 -0.94
H 1.15 -3.04 -1.50
H 1.47 -0.96 -1.67
H 0.92 -0.41 -4.04
C -2.19 5.25 -0.29
C -2.32 4.61 -1.69
C -1.37 3.40 -1.67
N -1.15 3.10 -0.27
C -0.09 2.19 0.06
C -0.27 1.61 1.46
C 0.97 1.25 2.27
C 0.33 0.49 3.47
C -1.05 0.02 2.97
N -1.01 0.33 1.50
C -1.26 4.32 0.52
H -1.76 6.26 -0.35
H -3.17 5.32 0.20
H -3.34 4.26 -1.85
H -2.05 5.31 -2.49
H -1.77 2.52 -2.20
H -0.42 3.67 -2.18
H -0.06 1.36 -0.67
H 0.91 2.67 0.05
H -0.83 2.37 2.04
H 1.59 0.55 1.68
H 1.56 2.13 2.54
H 0.96 -0.36 3.79
H 0.19 1.17 4.32
H -1.28 -1.03 3.19
H -1.83 0.66 3.42
H -1.97 0.48 1.17
H -0.28 4.83 0.66
H -1.67 4.13 1.52
```

## Properties
**Total charge**: +1



b) # C25H33N2O2

A cluster of 2 separate species, C25H33N2O2 in total (ωB97M-V with the def2-TZVPD basis set, OMol25).

Structure (XYZ):
```
62
C25H33N2O2 ωB97M-V with the def2-TZVPD basis set
C 5.56 2.27 3.12
O 5.24 0.86 3.17
C 3.97 0.45 2.97
C 3.70 -0.93 3.16
C 2.42 -1.41 3.04
C 1.32 -0.54 2.76
C -0.01 -1.06 2.79
C -1.19 -0.31 3.08
C -2.47 -0.93 2.93
C -3.62 -0.17 3.03
C -3.52 1.21 3.34
O -4.71 1.87 3.33
C -5.75 0.88 3.00
C -5.08 -0.49 2.86
C -2.29 1.82 3.62
C -1.16 1.05 3.55
C 1.63 0.82 2.45
C 2.91 1.32 2.58
H 6.64 2.30 3.31
H 5.33 2.70 2.13
H 5.03 2.83 3.91
H 4.53 -1.58 3.43
H 2.21 -2.46 3.21
H -0.13 -2.13 2.64
H -2.54 -2.00 2.71
H -6.50 0.91 3.80
H -6.23 1.20 2.06
H -5.30 -0.95 1.89
H -5.44 -1.17 3.64
H -2.28 2.87 3.88
H -0.21 1.50 3.84
H 0.85 1.49 2.11
H 3.11 2.38 2.41
C 4.74 -4.93 -2.41
C 5.51 -3.87 -1.59
C 4.44 -2.99 -0.93
N 3.18 -3.67 -1.09
C 1.99 -2.87 -1.00
C 0.82 -3.74 -0.57
C -0.61 -3.15 -0.59
C -1.36 -4.16 0.29
C -0.28 -4.95 1.07
N 0.94 -4.18 0.79
C 3.24 -4.65 -2.17
H 4.97 -4.84 -3.48
H 4.99 -5.94 -2.08
H 6.12 -4.35 -0.82
H 6.15 -3.26 -2.23
H 4.63 -2.82 0.15
H 4.41 -1.99 -1.40
H 2.13 -2.06 -0.26
H 1.72 -2.43 -1.99
H 0.80 -4.59 -1.29
H -0.59 -2.15 -0.12
H -1.00 -3.07 -1.61
H -2.05 -3.66 0.98
H -1.94 -4.85 -0.34
H -0.50 -5.07 2.14
H -0.22 -5.97 0.64
H 1.82 -4.66 1.00
H 2.77 -4.28 -3.10
H 2.70 -5.57 -1.90
```

## Properties
**Total charge**: +1



Tell me which of them is the most stable. Sure, it is b).



a) # C39H46BrCoN7O3S

A structure of composition C39H46BrCoN7O3S (ωB97M-V with the def2-TZVPD basis set, OMol25).

Structure (XYZ):
```
98
C39H46BrCoN7O3S ωB97M-V with the def2-TZVPD basis set
Co 0.33 -0.03 -0.39
C -1.12 -1.34 -2.80
N -1.49 -1.00 -1.43
C -2.67 -0.13 -1.41
C -1.74 -2.19 -0.65
C -2.58 -3.20 -1.08
C -2.72 -4.37 -0.35
C -1.99 -4.53 0.81
C -1.15 -3.53 1.26
C -1.05 -2.31 0.58
N -0.22 -1.28 0.94
C 0.20 -1.08 2.22
C -0.46 -1.57 3.36
C 0.10 -1.45 4.61
C 1.31 -0.79 4.79
C 1.92 -0.19 3.70
C 1.38 -0.32 2.43
N 1.99 0.32 1.28
C 1.95 1.77 1.42
C 3.37 -0.11 1.10
H -1.96 -1.73 -3.38
H -0.74 -0.45 -3.30
H -0.32 -2.08 -2.78
H -3.54 -0.61 -1.88
H -2.92 0.11 -0.38
H -2.44 0.79 -1.95
H -3.13 -3.09 -2.00
H -3.38 -5.15 -0.70
H -2.05 -5.46 1.36
H -0.54 -3.70 2.13
H -1.44 -2.01 3.23
H -0.40 -1.89 5.46
H 1.75 -0.71 5.77
H 2.83 0.36 3.84
H 2.42 2.11 2.35
H 2.46 2.23 0.58
H 0.92 2.11 1.41
H 4.03 0.29 1.88
H 3.43 -1.20 1.12
H 3.73 0.25 0.14
C 1.95 -3.11 -0.77
N 2.74 -2.62 -1.88
C 3.19 -3.65 -2.79
C 2.75 -1.30 -2.21
N 1.89 -0.47 -1.72
N 3.74 -0.92 -3.11
C 5.11 -1.31 -2.85
C 3.64 0.37 -3.75
H 2.58 -3.76 -0.16
H 1.08 -3.67 -1.10
H 1.61 -2.26 -0.18
H 2.36 -4.33 -3.00
H 4.01 -4.22 -2.36
H 3.51 -3.21 -3.73
H 2.11 0.49 -1.98
H 5.15 -2.14 -2.16
H 5.67 -0.48 -2.41
H 5.60 -1.60 -3.79
H 3.96 1.20 -3.10
H 2.62 0.55 -4.08
H 4.28 0.36 -4.63
Br -2.55 1.95 -6.08
C -2.14 3.06 -4.59
C -2.69 4.33 -4.48
N -2.44 5.11 -3.44
C -1.63 4.68 -2.49
C -1.02 3.43 -2.52
C -1.28 2.60 -3.60
C -0.13 2.96 -1.37
O 0.54 3.79 -0.77
O -0.22 1.72 -1.15
H -3.36 4.73 -5.24
H -1.46 5.35 -1.66
H -0.82 1.63 -3.67
O -2.67 0.42 1.77
S -1.66 1.48 1.68
C -2.63 3.01 1.47
C -2.01 4.20 1.16
C -2.77 5.35 1.03
C -4.15 5.29 1.18
C -4.77 4.09 1.48
C -4.00 2.95 1.63
C -1.22 1.87 3.41
C -1.73 1.07 4.41
C -1.31 1.24 5.71
C -0.36 2.21 6.01
C 0.12 3.03 5.01
C -0.31 2.86 3.70
H -0.94 4.23 0.99
H -2.29 6.30 0.81
H -4.74 6.19 1.07
H -5.84 4.04 1.59
H -4.45 1.99 1.86
H -2.45 0.31 4.14
H -1.69 0.60 6.50
H 0.00 2.33 7.03
H 0.85 3.79 5.24
H 0.07 3.51 2.93
```

## Properties
**Multiplicity**: 4



b) # C39H46BrCoN7O3S

A structure of composition C39H46BrCoN7O3S (ωB97M-V with the def2-TZVPD basis set, OMol25).

Structure (XYZ):
```
98
C39H46BrCoN7O3S ωB97M-V with the def2-TZVPD basis set
Co 0.23 0.14 -0.36
C 1.90 -2.16 -1.80
N 0.88 -2.07 -0.76
C -0.29 -2.86 -1.14
C 1.44 -2.52 0.49
C 1.83 -3.83 0.69
C 2.44 -4.22 1.87
C 2.75 -3.27 2.82
C 2.36 -1.96 2.64
C 1.62 -1.56 1.51
N 1.12 -0.31 1.32
C 0.62 0.44 2.33
C 0.25 -0.07 3.60
C -0.30 0.75 4.56
C -0.52 2.09 4.32
C -0.23 2.60 3.06
C 0.28 1.79 2.07
N 0.47 2.27 0.72
C -0.69 2.98 0.17
C 1.65 3.12 0.68
H 2.15 -3.20 -2.04
H 1.55 -1.67 -2.71
H 2.81 -1.66 -1.47
H -0.03 -3.91 -1.35
H -1.02 -2.82 -0.33
H -0.74 -2.42 -2.03
H 1.65 -4.57 -0.08
H 2.69 -5.26 2.03
H 3.29 -3.55 3.71
H 2.62 -1.22 3.38
H 0.36 -1.12 3.79
H -0.57 0.31 5.52
H -0.93 2.73 5.09
H -0.45 3.64 2.85
H -0.94 3.89 0.73
H -0.46 3.26 -0.86
H -1.55 2.32 0.15
H 1.48 4.06 1.23
H 2.48 2.60 1.13
H 1.89 3.37 -0.36
C 0.44 2.62 -4.29
N 1.81 2.24 -4.02
C 2.41 1.55 -5.15
C 2.08 1.67 -2.76
N 1.18 1.09 -2.04
N 3.36 1.80 -2.35
C 3.83 1.12 -1.16
C 4.29 2.73 -2.93
H 0.45 3.31 -5.13
H 0.02 3.13 -3.43
H -0.21 1.77 -4.55
H 1.82 0.67 -5.44
H 3.42 1.22 -4.91
H 2.45 2.23 -6.00
H 0.29 1.04 -2.54
H 2.99 0.66 -0.65
H 4.32 1.83 -0.49
H 4.56 0.35 -1.44
H 3.79 3.31 -3.71
H 5.15 2.22 -3.35
H 4.64 3.42 -2.16
Br -0.79 -2.68 -6.59
C -2.10 -1.88 -5.46
C -3.45 -2.07 -5.70
N -4.38 -1.53 -4.94
C -4.01 -0.77 -3.92
C -2.68 -0.52 -3.59
C -1.70 -1.10 -4.39
C -2.26 0.34 -2.40
O -2.90 1.35 -2.14
O -1.23 -0.10 -1.83
H -3.80 -2.68 -6.53
H -4.80 -0.34 -3.33
H -0.65 -0.94 -4.17
O -1.75 -0.30 0.84
S -2.28 0.51 1.96
C -3.69 1.46 1.31
C -3.92 2.70 1.88
C -4.96 3.48 1.41
C -5.75 3.03 0.37
C -5.51 1.79 -0.20
C -4.48 0.99 0.28
C -3.34 -0.61 2.91
C -3.79 -1.80 2.36
C -4.59 -2.63 3.13
C -4.92 -2.27 4.43
C -4.43 -1.09 4.97
C -3.63 -0.26 4.21
H -3.28 3.06 2.67
H -5.16 4.45 1.86
H -6.55 3.64 -0.01
H -6.11 1.44 -1.03
H -4.26 0.04 -0.17
H -3.52 -2.06 1.35
H -4.96 -3.56 2.71
H -5.55 -2.91 5.02
H -4.66 -0.83 6.00
H -3.24 0.66 4.62
```

## Properties
**Multiplicity**: 4



Tell me which of them is the most stable. Sure, it is a).